61
Properties=species:S:1:pos:R:3:forces:R:3 method="wB97M-V/def2-TZVPD" energy_ev=-47465.1369 charge=+2 mol_weight_da=497.3 gap_ev=5.942 homo_energy_ev=-13.4
C 4.68686 -0.36166 3.60429 -0.61 0.60 0.47
C 4.37702 1.26194 3.36662 4.35 2.00 4.49
O 5.09985 2.12642 4.08188 -4.94 -4.96 -4.96
N 3.26591 1.58720 2.39662 0.72 2.20 0.34
C 1.98986 2.02626 3.07712 -6.31 -2.57 -0.61
C 1.83971 3.16226 4.24908 -0.25 -0.02 -0.49
O 0.85130 1.37497 2.71017 7.29 3.81 1.94
C 3.69515 2.50856 1.28035 -1.47 -0.69 -4.17
C 3.18385 2.16962 -0.10401 1.22 1.31 2.72
C 2.19499 0.89527 -0.42246 -0.17 0.15 -0.86
C 0.65974 1.33407 -0.87194 -6.25 0.06 2.95
O -0.41732 1.17939 -0.05325 7.49 0.88 -5.91
F 0.32628 1.89675 -2.23328 1.60 -2.02 4.46
C 3.64671 3.13283 -1.35107 -1.59 2.01 -5.08
O 2.92460 3.35776 -2.47399 4.04 -2.07 7.27
C 5.11504 3.93103 -1.28307 -0.11 -0.26 5.03
C 5.57729 4.28370 0.11852 -2.06 -2.16 -4.11
B 6.99698 5.11577 0.21987 1.75 1.99 0.90
O 7.08878 6.23525 1.21784 -1.12 -1.64 -3.67
O 8.19118 4.85041 -0.65345 -3.80 1.50 0.09
C 4.62928 3.84813 1.40535 1.06 4.45 3.81
O 4.66892 4.67941 2.47880 -0.78 -5.93 -6.76
H 3.66678 -0.97055 3.60712 2.23 1.33 -0.26
H 5.43983 -0.77344 2.80993 -1.61 0.90 1.32
H 5.18274 -0.47624 4.66529 -0.99 0.46 -2.23
H 2.85526 3.66143 4.54703 -1.95 -1.17 -0.62
H 1.10864 3.99662 3.80995 1.65 -1.91 0.85
H 1.26840 2.66437 5.17125 1.45 1.02 -2.14
H 2.63148 0.28261 -1.33404 -0.83 1.45 1.75
H 2.05802 0.15859 0.49690 0.25 2.06 -1.83
H 5.73254 4.20318 -2.25614 -1.74 -0.67 2.20
H 6.50296 6.95079 0.81950 0.85 -1.10 1.15
H 8.04779 5.38253 -1.51305 0.58 -1.19 1.95
C -7.25331 -5.10023 -5.10496 -0.22 0.02 -0.18
N -6.40214 -4.47206 -4.07446 0.40 0.10 0.37
C -6.60581 -3.17498 -3.75163 0.57 0.10 0.61
C -5.84532 -2.56349 -2.75149 -0.34 -0.07 -0.41
C -4.86632 -3.28882 -2.06556 -0.55 -0.54 -0.71
C -4.67078 -4.62227 -2.44640 -0.16 -0.19 -0.16
C -5.44693 -5.19476 -3.45310 0.26 0.51 0.50
C -4.08148 -2.69931 -0.96576 0.65 0.42 0.82
C -4.10170 -3.27215 0.31171 0.15 -0.03 0.27
C -3.32094 -2.74488 1.33907 -0.27 -0.07 -0.68
N -2.52871 -1.67435 1.11673 -0.53 -0.41 -0.39
C -2.50121 -1.07804 -0.09702 -0.48 -0.46 -0.29
C -3.27275 -1.57367 -1.15069 0.14 0.11 0.25
C -1.66784 -1.15288 2.19616 0.25 0.21 0.17
H -7.15784 -4.51659 -6.02408 -0.12 -0.17 0.13
H -8.28211 -5.08841 -4.73425 0.15 -0.04 -0.21
H -6.93074 -6.12909 -5.27943 -0.03 0.27 0.08
H -7.38537 -2.64078 -4.28939 0.14 -0.19 0.07
H -6.04788 -1.52224 -2.50319 0.01 -0.26 -0.10
H -3.90878 -5.23311 -1.96411 -0.20 0.11 -0.15
H -5.31241 -6.22967 -3.75711 -0.12 0.25 -0.01
H -4.72853 -4.13729 0.52449 0.17 0.22 0.00
H -3.32046 -3.18071 2.33551 0.07 0.19 -0.22
H -1.84953 -0.21612 -0.21539 0.02 0.01 0.11
H -3.21111 -1.08176 -2.12020 0.04 -0.05 0.26
H -1.91671 -0.10012 2.34862 0.27 -0.14 -0.01
H -0.62911 -1.27185 1.87510 -0.18 0.25 0.17
H -1.84064 -1.71559 3.11708 -0.04 0.09 -0.28